{
  "formula": "C7H10FNO3",
  "method": "the ωB97M-V functional and the def2-TZVPD basis",
  "symbols": ["C", "N", "C", "C", "O", "C", "C", "C", "F", "H", "H", "H", "H", "H", "H", "H", "H", "H", "H", "O", "C", "O"],
  "coordinates": [[-1.32170, 0.40439, 3.60652], [-0.72996, 0.95523, 2.38563], [-0.10308, 0.36467, 1.53069], [0.50475, 0.06820, 0.40949], [1.86775, -0.18041, 0.09191], [-0.44191, -0.25010, -0.71061], [0.22974, -0.25599, -2.04425], [-1.28984, -1.51756, -0.36277], [-1.41557, 0.77031, -0.75042], [-1.53549, 1.21994, 4.35283], [-0.72563, -0.42470, 3.94464], [-2.29554, -0.04813, 3.29038], [2.39282, 0.60407, 0.12123], [1.22101, -0.64390, -2.01639], [0.29110, 0.65881, -2.51255], [-0.32994, -0.95754, -2.79581], [-0.59686, -2.23114, 0.04318], [-1.93517, -1.47430, 0.44479], [-1.81500, -1.86726, -1.20917], [3.27542, 1.64843, -1.65586], [2.68470, 1.54295, -2.60948], [2.06842, 1.61402, -3.55400]],
  "mulliken_charge": [-0.732, -0.320, 0.523, -0.468, -0.526, 1.851, -1.684, -1.780, -0.388, 0.256, 0.303, 0.277, 0.285, 0.383, 0.478, 0.248, 0.403, 0.421, 0.445, -0.373, 0.749, -0.349],
  "total_energy_ha": -653.0017,
  "homo_energy_ev": -8.3,
  "e_above_lowest_kj_mol": 197.5,
  "smiles": "CN=C=C(O)C(C)(C)F.O=C=O",
  "e_lumo_ev": 0.471,
  "homo_lumo_gap_ev": 8.8027
}

{
  "formula": "C4H6NO",
  "method": "the ωB97M-V functional and the def2-TZVPD basis",
  "symbols": ["C", "C", "C", "C", "N", "O", "H", "H", "H", "H", "H", "H"],
  "coordinates": [[-0.81542, -0.61724, 0.52766], [-0.43321, 1.08408, -0.53909], [-1.68843, 0.42762, -0.04861], [1.61616, -0.31427, -0.08191], [0.29370, 0.04535, -0.10908], [-2.97610, 0.76489, -0.10136], [-0.87900, -0.53401, 1.63115], [-0.90170, -1.68511, 0.16214], [-0.09481, 1.88339, -1.19878], [1.83435, -1.38691, -0.41550], [2.06568, 0.34188, -0.70724], [1.97879, -0.00967, 0.88063]],
  "mulliken_charge": [-0.365, 0.036, 0.290, -0.743, 0.159, -0.426, 0.275, 0.337, 0.400, 0.284, 0.374, 0.379],
  "total_energy_ha": -285.6233,
  "homo_energy_ev": -15.8,
  "total_charge": 1,
  "e_above_lowest_kj_mol": 259.8,
  "e_lumo_ev": -6.999,
  "homo_lumo_gap_ev": 8.8009
}

{
  "formula": "C3H10NO2",
  "method": "the ωB97M-V functional and the def2-TZVPD basis",
  "symbols": ["C", "N", "C", "C", "O", "H", "H", "H", "H", "H", "H", "H", "H", "H", "H", "O"],
  "coordinates": [[0.80150, 0.05166, -1.40259], [0.30916, 0.24973, -0.04003], [-0.49000, -0.75446, 0.71217], [-2.00170, -0.83022, 0.28098], [-2.68593, 0.10659, 0.94226], [1.86112, 0.25418, -1.56681], [0.18603, 0.66908, -2.06417], [0.81649, -0.99782, -1.75292], [-0.33867, 1.04986, -0.04060], [-0.62566, -0.42916, 1.73928], [0.06651, -1.69593, 0.52053], [-2.32185, -1.86885, 0.50968], [-1.95513, -0.68674, -0.82066], [2.28239, 1.87580, 1.72987], [1.71534, 1.14287, 0.49363], [2.38041, 1.86341, 0.75938]],
  "mulliken_charge": [-0.885, -0.348, -0.712, -0.413, -0.874, 0.315, 0.273, 0.276, 0.265, 0.228, 0.453, 0.221, 0.134, 0.293, 0.525, -0.752],
  "total_energy_ha": -325.5002,
  "homo_energy_ev": -2.5,
  "total_charge": -1,
  "e_above_lowest_kj_mol": 143.0,
  "e_lumo_ev": 3.946,
  "homo_lumo_gap_ev": 6.4661
}

{
  "formula": "C8H11N2O",
  "method": "the ωB97M-V functional and the def2-TZVPD basis",
  "symbols": ["C", "C", "O", "C", "C", "N", "C", "C", "C", "C", "N", "H", "H", "H", "H", "H", "H", "H", "H", "H", "H", "H"],
  "coordinates": [[0.31205, -0.07186, 2.49736], [0.71555, 0.95375, 1.50204], [1.34830, 2.03188, 1.94995], [0.48382, 0.91163, 0.14614], [0.92866, 2.05149, -0.72156], [-0.15011, -0.15574, -0.47086], [-0.55012, -0.08097, -1.76065], [-1.14201, -1.16760, -2.37285], [-1.32515, -2.33366, -1.64275], [-0.90228, -2.30086, -0.31579], [-0.33854, -1.25352, 0.23301], [0.91179, -0.97367, 2.37795], [-0.72587, -0.36863, 2.36260], [0.44462, 0.30403, 3.51099], [1.48165, 2.01252, 2.90939], [1.56324, 2.71073, -0.13820], [1.50459, 1.69575, -1.57430], [0.08492, 2.64202, -1.07825], [-0.40922, 0.84628, -2.28702], [-1.45385, -1.09114, -3.40243], [-1.77209, -3.21446, -2.07031], [-1.00996, -3.14796, 0.34554]],
  "mulliken_charge": [-1.139, 1.194, -0.474, 0.324, -1.931, 0.724, 0.133, -0.622, -0.325, -0.274, -0.902, 0.274, 0.316, 0.447, 0.351, 0.281, 0.497, 0.398, 0.456, 0.414, 0.429, 0.429],
  "total_energy_ha": -495.9047,
  "homo_energy_ev": -12.5,
  "total_charge": 1,
  "e_above_lowest_kj_mol": 204.3,
  "smiles": "C/C(O)=C(/C)[n+]1ccccn1",
  "e_lumo_ev": -4.808,
  "homo_lumo_gap_ev": 7.6540
}

Repeat the fourth record exactly.
{
  "formula": "C8H11N2O",
  "method": "the ωB97M-V functional and the def2-TZVPD basis",
  "symbols": ["C", "C", "O", "C", "C", "N", "C", "C", "C", "C", "N", "H", "H", "H", "H", "H", "H", "H", "H", "H", "H", "H"],
  "coordinates": [[0.31205, -0.07186, 2.49736], [0.71555, 0.95375, 1.50204], [1.34830, 2.03188, 1.94995], [0.48382, 0.91163, 0.14614], [0.92866, 2.05149, -0.72156], [-0.15011, -0.15574, -0.47086], [-0.55012, -0.08097, -1.76065], [-1.14201, -1.16760, -2.37285], [-1.32515, -2.33366, -1.64275], [-0.90228, -2.30086, -0.31579], [-0.33854, -1.25352, 0.23301], [0.91179, -0.97367, 2.37795], [-0.72587, -0.36863, 2.36260], [0.44462, 0.30403, 3.51099], [1.48165, 2.01252, 2.90939], [1.56324, 2.71073, -0.13820], [1.50459, 1.69575, -1.57430], [0.08492, 2.64202, -1.07825], [-0.40922, 0.84628, -2.28702], [-1.45385, -1.09114, -3.40243], [-1.77209, -3.21446, -2.07031], [-1.00996, -3.14796, 0.34554]],
  "mulliken_charge": [-1.139, 1.194, -0.474, 0.324, -1.931, 0.724, 0.133, -0.622, -0.325, -0.274, -0.902, 0.274, 0.316, 0.447, 0.351, 0.281, 0.497, 0.398, 0.456, 0.414, 0.429, 0.429],
  "total_energy_ha": -495.9047,
  "homo_energy_ev": -12.5,
  "total_charge": 1,
  "e_above_lowest_kj_mol": 204.3,
  "smiles": "C/C(O)=C(/C)[n+]1ccccn1",
  "e_lumo_ev": -4.808,
  "homo_lumo_gap_ev": 7.6540
}